P | A cluster of 2 separate species, C10H16N3O in total, computed with ωB97M-V/def2-TZVPD.

Geometry as ORCA input:
```
! wB97M-V def2-TZVPD RIJCOSX def2/J DEFGRID3
* xyz 1 1
C 2.518 -1.429 -1.444
C 2.253 -0.089 -1.438
C 2.725 -0.752 0.615
C -0.203 -0.772 1.332
C -3.447 -0.725 -0.126
C -2.470 -1.025 -1.327
C -2.604 -0.955 1.112
C -1.173 -0.459 -0.832
C 2.711 2.016 1.600
C 2.447 1.657 0.239
N 2.715 -1.873 -0.205
N 2.444 0.374 -0.094
N -1.203 -0.714 0.614
O 0.919 -0.850 1.739
H 2.405 -2.039 -2.370
H 2.374 0.683 -2.234
H 2.927 -0.863 1.689
H -3.685 0.339 -0.414
H -4.430 -1.184 -0.207
H -2.446 -2.152 -1.382
H -2.688 -0.509 -2.160
H -2.904 -0.385 1.895
H -2.522 -2.048 1.307
H -0.320 -0.842 -1.334
H -1.152 0.712 -0.945
H 3.649 1.452 2.058
H 2.840 3.022 1.997
H 1.875 1.730 2.310
H 2.220 2.393 -0.529
H 2.903 -2.930 0.008
*
```

LUMO (alpha / beta)   -3.9 / -2.4 eV
Kohn-Sham gap (alpha / beta)   5.512 / 8.419 eV
HOMO level (alpha / beta)   -0.3460 / -0.3978 hartree

***

Q | The ion C10H16N3O with charge +1, computed with ωB97M-V/def2-TZVPD.

Geometry as ORCA input:
```
! wB97M-V def2-TZVPD RIJCOSX def2/J DEFGRID3
* xyz 1 1
C 3.470 -1.402 0.118
N 2.110 -1.137 0.613
C 0.888 -1.108 -0.243
N -0.028 -1.781 0.372
N -1.302 -1.663 -0.049
C -1.727 -0.538 -0.951
C -3.244 -0.582 -0.831
C -3.864 0.054 0.209
C -3.184 0.760 1.188
C -1.873 1.050 0.998
C -1.154 0.693 -0.170
C 0.132 1.026 -0.464
O 1.025 1.753 0.296
C 2.084 2.456 -0.378
H 3.937 -2.102 0.922
H 3.358 -1.842 -0.874
H 4.102 -0.586 0.101
H 2.061 -0.223 1.053
H 1.724 -1.754 1.395
H 0.931 -1.182 -1.286
H -1.930 -1.821 0.733
H -1.420 -0.461 -1.977
H -3.641 -1.155 -1.718
H -4.914 -0.147 0.070
H -3.497 1.344 2.037
H -1.357 1.654 1.748
H 0.305 1.038 -1.497
H 2.896 2.267 0.321
H 1.874 3.514 -0.450
H 2.236 1.873 -1.288
*
```

LUMO (alpha / beta)   -3.5 / -3.5 eV
Kohn-Sham gap (alpha / beta)   7.365 / 7.366 eV
HOMO level (alpha / beta)   -0.4003 / -0.4003 hartree

***

Least stable structure: Q

***

P | An isolated molecule of C4N2, computed with ωB97M-V/def2-TZVPD.

Geometry as ORCA input:
```
! wB97M-V def2-TZVPD RIJCOSX def2/J DEFGRID3
* xyz 0 1
N 2.711 0.241 1.658
C 1.760 0.287 1.005
C 0.494 0.081 0.246
C -0.635 0.126 -0.210
C -1.665 -0.480 -1.014
N -2.671 -0.254 -1.680
*
```

LUMO   -1.6 eV
Kohn-Sham gap   9.956 eV
HOMO level   -0.4245 hartree

***

Q | An isolated molecule of C4N2, computed with ωB97M-V/def2-TZVPD.

Geometry as ORCA input:
```
! wB97M-V def2-TZVPD RIJCOSX def2/J DEFGRID3
* xyz 0 1
N -1.411 1.408 2.319
C -0.771 0.707 1.654
C -0.081 -0.011 0.697
C 0.385 -0.433 -0.333
C 0.798 -0.749 -1.611
N 1.075 -0.921 -2.723
*
```

LUMO   -1.1 eV
Kohn-Sham gap   10.449 eV
HOMO level   -0.4245 hartree

***

Least stable structure: P

***

P | A cluster of 2 separate species, C10H17N in total, computed with ωB97M-V/def2-TZVPD.

Geometry as ORCA input:
```
! wB97M-V def2-TZVPD RIJCOSX def2/J DEFGRID3
* xyz 0 1
C -0.991 -1.925 0.666
C 0.248 -1.884 1.568
C 0.057 -2.835 2.757
C 0.482 -0.455 2.101
C 1.468 -2.313 0.751
H -1.146 -2.931 0.255
H -1.877 -1.633 1.222
H -0.875 -1.227 -0.159
H 0.937 -2.809 3.404
H -0.817 -2.581 3.363
H -0.072 -3.857 2.385
H 1.372 -0.422 2.744
H -0.361 -0.101 2.707
H 0.614 0.275 1.289
H 1.591 -1.694 -0.143
H 2.393 -2.237 1.346
H 1.358 -3.357 0.422
C 0.442 2.943 -2.176
C -0.930 2.878 -2.244
C -1.531 1.804 -1.541
N -0.941 0.759 -1.002
C 0.331 0.837 -0.959
C 1.010 1.913 -1.468
H 0.964 3.896 -2.463
H -1.391 3.635 -2.825
H -2.590 1.900 -1.409
H 1.020 -0.011 -0.635
H 1.955 2.053 -1.227
*
```

LUMO   0.8 eV
Kohn-Sham gap   10.363 eV
HOMO level   -0.3497 hartree

***

Q | A structure of composition C10H17N, computed with ωB97M-V/def2-TZVPD.

Geometry as ORCA input:
```
! wB97M-V def2-TZVPD RIJCOSX def2/J DEFGRID3
* xyz 0 1
C -2.465 -0.229 1.247
C -2.878 1.084 1.110
C -3.289 1.552 -0.146
C -3.199 0.613 -1.154
C -2.540 -0.635 -1.011
C 3.859 1.366 -0.166
C 3.234 -0.012 0.087
C 1.691 0.009 0.032
C 1.082 -1.359 0.095
C -0.468 -1.393 0.002
H -2.293 -0.758 2.207
H -2.943 1.674 1.965
H -3.732 2.489 -0.327
H -3.443 0.947 -2.172
H -2.383 -1.309 -1.844
H 3.720 1.735 -1.196
H 3.382 2.155 0.514
H 4.928 1.420 0.021
H 3.524 -0.395 1.080
H 3.599 -0.726 -0.665
H 1.301 0.687 0.836
H 1.441 0.453 -0.934
H 1.333 -1.894 1.053
H 1.515 -1.994 -0.706
H -0.844 -1.036 -0.975
H -0.799 -2.447 0.013
H -1.002 -0.863 0.816
N -2.330 -1.134 0.219
*
```

LUMO   0.5 eV
Kohn-Sham gap   8.324 eV
HOMO level   -0.2886 hartree

***

Least stable structure: Q